{
  "formula": "C16H15NO4",
  "method": "ωB97M-V/def2-TZVPD",
  "lumo_energy_ev": 0.11,
  "smiles": "Cc1cccc(C(=O)N/C(=C\\c2ccc(C)o2)C(=O)O)c1",
  "de_lowest_ev": 0.457,
  "total_charge": 0,
  "e_homo_ev": -7.678,
  "elements": ["C", "C", "C", "C", "C", "C", "C", "O", "N", "C", "C", "C", "C", "C", "C", "C", "O", "C", "O", "O", "C", "H", "H", "H", "H", "H", "H", "H", "H", "H", "H", "H", "H", "H", "H", "H"],
  "coordinates": [[-3.92, 1.43, 3.46], [-2.48, 1.12, 3.17], [-1.57, 0.97, 4.21], [-0.24, 0.73, 3.95], [0.21, 0.62, 2.65], [-0.69, 0.74, 1.59], [-0.15, 0.62, 0.21], [0.96, 0.99, -0.10], [-1.01, 0.01, -0.67], [-0.83, -0.07, -2.05], [0.32, -0.39, -2.70], [1.54, -0.87, -2.14], [1.87, -1.45, -0.93], [3.23, -1.79, -1.02], [3.65, -1.41, -2.26], [4.98, -1.50, -2.92], [2.63, -0.87, -2.95], [-2.07, 0.20, -2.79], [-3.13, 0.43, -2.23], [-1.96, 0.16, -4.12], [-2.03, 1.00, 1.86], [-4.30, 0.78, 4.25], [-4.53, 1.30, 2.57], [-4.02, 2.46, 3.80], [-1.92, 1.06, 5.23], [0.46, 0.62, 4.77], [1.25, 0.44, 2.42], [-1.99, -0.05, -0.40], [0.32, -0.28, -3.77], [1.21, -1.63, -0.10], [3.82, -2.26, -0.26], [5.38, -0.51, -3.10], [4.89, -2.01, -3.88], [5.67, -2.05, -2.28], [-2.83, 0.35, -4.52], [-2.73, 1.15, 1.05]]
}